Entry from OMol25: a cluster of 2 separate species, C6H8N2O2 in total (ωB97M-V/def2-TZVPD).

Structure (XYZ):
```
18
C6H8N2O2 (ωB97M-V/def2-TZVPD)
O -2.23 1.08 0.08
O 2.60 -0.23 0.46
N 0.31 -1.60 -0.74
N -2.78 -2.37 0.47
C -3.97 -0.57 -0.23
C -1.87 -1.26 0.70
C -2.69 -0.05 0.13
C -3.95 -1.92 0.00
C -1.61 -1.04 2.20
C -0.60 -1.42 -0.04
H -4.78 0.00 -0.67
H -4.75 -2.64 -0.21
H -1.09 -1.90 2.63
H 1.83 0.38 0.47
H -2.57 -0.90 2.71
H -2.63 -3.30 0.85
H -1.00 -0.13 2.34
H 2.45 -0.85 -0.30
```

Output
LUMO = 0.006 Eh
max |F| = 0.0363 hartree/bohr
energy = -13426.0570 eV
SMILES = C[C@@]1(C#N)NC=CC1=O.O



Entry from OMol25: a structure of composition C22H35Cl2N4O3V (ωB97M-V/def2-TZVPD).

Structure (XYZ):
```
67
C22H35Cl2N4O3V (ωB97M-V/def2-TZVPD)
V 0.15 -0.59 -0.79
Cl 1.73 -2.06 -0.10
Cl -0.35 -0.97 -2.98
O 1.85 0.55 -1.73
O -0.79 -0.39 1.72
O -0.71 1.43 -0.95
N -2.34 3.06 -0.83
N 1.40 1.01 0.94
N 0.62 1.63 1.87
N 3.38 0.38 -3.45
C -3.17 3.93 0.00
C -2.98 -1.03 -1.03
C -1.78 -1.65 -0.31
C -1.52 2.13 -0.30
C 3.36 1.80 -3.81
C -1.51 -2.48 2.29
C -1.72 -1.27 1.35
C -1.88 -3.78 -1.82
C -2.40 3.30 -2.27
C 4.21 -0.48 -4.28
C 2.59 -0.13 -2.50
C 0.63 3.15 3.80
C -2.60 -3.23 2.71
C -2.41 -4.29 3.60
C -0.04 -3.82 3.67
C 2.65 1.48 1.15
C -1.41 -2.94 -0.68
C 3.87 1.09 0.43
C 1.30 2.45 2.70
C -0.24 -2.75 2.79
C -1.13 -4.59 4.09
C 2.61 2.43 2.22
H -0.72 -3.48 0.00
H -4.23 3.82 -0.25
H -0.98 -5.41 4.78
H 5.25 -0.11 -4.28
H 4.18 -1.48 -3.86
H -2.41 -3.19 -2.59
H -0.29 1.22 2.05
H 4.37 2.22 -3.75
H -2.63 -0.62 -2.00
H -3.28 -4.89 3.92
H 3.85 -0.48 -5.32
H 2.69 2.35 -3.15
H -3.45 3.40 -2.59
H -2.90 4.98 -0.14
H 3.98 1.66 -0.50
H 0.98 -4.03 4.01
H 3.43 3.01 2.57
H -1.64 2.03 0.78
H -3.02 3.66 1.05
H 3.04 1.92 -4.86
H 2.58 -1.23 -2.37
H -0.99 -4.22 -2.30
H 1.11 2.93 4.76
H -3.42 -0.25 -0.41
H -1.89 4.24 -2.54
H -1.93 2.46 -2.80
H 3.88 0.02 0.22
H -3.58 -2.97 2.29
H -2.69 -0.81 1.60
H -0.42 2.86 3.87
H 4.73 1.34 1.06
H 0.68 4.23 3.65
H -3.80 -1.74 -1.28
H -2.49 -4.68 -1.61
H 0.60 -2.16 2.47
```

Output
LUMO (alpha / beta) = 0.092 / 0.092 Eh
total charge = -1
max |F| = 0.0746 hartree/bohr
multiplicity = 4
energy = -86220.0096 eV



Entry from OMol25: a cluster of 2 separate species, C5H8O in total (ωB97M-V/def2-TZVPD).

Structure (XYZ):
```
14
C5H8O (ωB97M-V/def2-TZVPD)
O 2.81 0.24 -1.02
C -2.83 0.07 0.22
C -0.17 0.04 0.69
C 3.53 -0.60 -0.51
C -1.45 0.26 -0.01
C -0.39 0.97 -0.55
H 0.39 -0.93 0.37
H 0.32 0.59 1.52
H -3.13 -0.12 1.31
H -0.05 1.17 -1.39
H -3.22 -0.72 -0.39
H -3.35 0.94 -0.05
H 4.50 -0.38 -0.08
H 3.03 -1.53 -0.12
```

Output
LUMO = 0.025 Eh
max |F| = 0.2551 hartree/bohr
energy = -7356.8850 eV
SMILES = CC1=CC1.C=O